The following is a DFT calculation (the ωB97M-V functional and the def2-TZVPD basis) of 7 unconnected molecules or ions with the total composition C47H91N3O9PS.

Summary:
E_HOMO	-0.4097	Eh
charge	+1
Kohn-Sham gap	9.3	eV
energy relative to the best compared isomer or geometry (same formula, charge and spin)	19.1	kcal per mole

Structure (XYZ):
```
152
Properties=species:S:1:pos:R:3:forces:R:3
C 4.9282 4.7534 0.2914 -0.602 -0.235 -0.844
C 3.7594 4.9851 -0.7190 1.535 0.663 2.036
O 2.8638 3.8554 -0.6310 0.156 -0.767 -0.957
C 2.2851 3.5127 -1.8077 -0.118 1.160 -0.213
O 1.9466 4.3485 -2.6226 0.282 -0.923 0.444
C 2.0918 2.0143 -1.9894 -1.281 0.642 0.249
C 0.8756 1.7170 -2.9244 1.113 -0.378 -0.179
C -0.0890 0.6552 -2.3577 0.924 -0.024 0.231
C -1.2773 1.1972 -1.5257 -0.300 -0.417 -0.962
C -1.9940 2.2049 -2.4744 -0.257 0.452 0.425
C -2.1928 1.8746 -3.9410 0.198 0.212 -0.238
C -2.0531 2.9358 -4.8177 0.261 1.058 0.585
C -2.2457 2.8025 -6.1640 -0.148 0.424 -1.228
C -2.5789 1.5852 -6.7235 -0.040 -0.032 -0.134
C -2.7150 0.5079 -5.8836 -0.351 -1.178 -0.133
C -3.0516 -0.8808 -6.4069 0.420 0.712 0.066
C -2.5381 0.6734 -4.5261 0.155 -0.685 1.142
N -0.7351 1.9801 -0.3320 0.756 0.392 -0.068
C -1.7160 2.9888 0.2110 -0.575 0.152 0.468
C -1.5664 3.4679 1.6427 0.692 0.812 0.749
N -1.8061 4.6922 1.8686 0.111 -0.353 -0.520
C -0.1180 1.0477 0.6563 0.464 -1.304 1.020
C 0.9477 1.6678 1.6114 -0.701 -0.392 0.069
C 2.2439 0.8877 1.5998 0.091 0.605 -0.132
C 2.3018 -0.4834 1.6621 -1.404 -0.929 -0.034
C 3.4812 -1.1800 1.6170 0.348 -0.674 0.039
C 4.6665 -0.4919 1.5305 0.856 -0.008 -0.041
C 4.6376 0.8838 1.4907 0.652 0.457 0.077
C 3.4460 1.5609 1.5292 -0.228 0.990 0.057
C -1.2406 0.2762 1.3431 0.411 -0.066 0.666
O -2.3362 -0.0100 0.4864 0.595 0.850 0.020
C -2.1941 0.0536 -0.9198 -1.691 -0.680 -1.100
C -3.7014 0.1263 -1.3931 0.052 -0.741 1.950
C -4.6224 -0.6360 -0.3832 -0.965 -0.193 -1.551
N -5.8828 -0.8957 -1.1506 0.565 -0.330 0.475
P -1.6809 -1.6994 -1.4588 0.970 -0.765 0.772
S -0.1708 -2.4373 -0.4600 0.150 0.128 -0.109
H 5.6433 5.5706 0.1778 -0.210 0.009 0.065
H 4.5657 4.7164 1.3225 0.112 -0.070 -0.110
H 5.4550 3.8322 0.0182 -0.100 0.020 0.250
H 4.2218 5.1182 -1.6876 -0.682 -0.282 -0.251
H 3.2838 5.9065 -0.3782 -0.406 -0.158 -0.566
H 3.0156 1.6112 -2.4098 -0.016 -0.045 0.327
H 1.8958 1.5821 -1.0004 0.645 -0.129 -0.124
H 1.3208 1.2754 -3.8220 -0.334 0.124 -0.038
H 0.4368 2.6588 -3.2567 -0.117 -0.192 0.078
H -0.4306 0.0594 -3.2040 -0.515 0.328 0.152
H 0.5292 -0.0630 -1.8028 -0.257 0.161 0.160
H -2.9538 2.5754 -2.0992 0.133 -0.337 0.177
H -1.3683 3.1072 -2.4544 -0.047 -0.175 -0.120
H -1.7996 3.9206 -4.4272 0.016 -0.122 -0.050
H -2.1585 3.6605 -6.8244 0.084 0.006 0.218
H -2.7462 1.4491 -7.7867 0.076 0.210 0.054
H -2.1156 -1.4184 -6.5977 -0.212 -0.059 -0.068
H -3.6242 -1.4338 -5.6596 -0.083 -0.033 -0.269
H -3.5952 -0.7709 -7.3469 -0.063 -0.348 0.144
H -2.6444 -0.2090 -3.9007 -0.064 0.071 -0.155
H 0.0406 2.5525 -0.6840 -0.070 -0.173 -0.158
H -2.7254 2.5803 0.1122 0.201 -0.057 -0.108
H -1.6133 3.8900 -0.3940 -0.245 -0.170 -0.031
H -1.2361 2.8518 2.4844 -0.183 -0.434 -0.544
H -1.6678 4.9136 2.8532 -0.192 0.008 0.000
H 0.4687 0.2513 0.1810 -0.478 0.486 -0.964
H 1.1424 2.7097 1.3297 -0.019 -0.066 0.284
H 0.5356 1.6038 2.6280 0.090 0.449 -0.106
H 1.3892 -1.0803 1.7151 0.052 0.189 0.025
H 3.4740 -2.2635 1.6373 -0.020 0.098 -0.021
H 5.6314 -0.9865 1.5009 -0.200 -0.172 -0.027
H 5.5479 1.4744 1.4484 0.027 -0.216 -0.033
H 3.4555 2.6461 1.5072 -0.032 -0.131 -0.067
H -0.8366 -0.6644 1.7346 0.079 0.144 -0.178
H -1.6115 0.8179 2.2214 -0.316 -0.003 -0.333
H -4.1011 1.1390 -1.3465 0.219 -0.030 -0.688
H -3.8640 -0.3931 -2.3380 0.137 0.624 -0.220
H -4.2199 -1.6081 -0.0891 0.321 0.420 0.533
H -4.9145 -0.0042 0.4534 0.428 -0.233 0.168
H -6.4808 -1.4343 -0.5261 -0.218 0.234 -0.131
H -5.6300 -1.5717 -1.8711 -0.243 0.140 -0.114
H -1.5099 -1.7483 -2.8624 -0.300 0.224 0.211
H -2.7685 -2.5737 -1.2418 -0.231 0.657 -0.287
C 0.0850 -4.2297 4.7134 -0.140 0.016 0.191
C -0.6684 -5.0539 3.6810 0.452 0.418 -0.216
C 0.2702 -5.6090 2.6237 -0.041 -0.190 -0.127
O -1.6661 -4.2451 3.0522 -0.267 -0.133 0.117
H 0.5787 -3.3754 4.2387 0.073 -0.081 -0.073
H -0.6034 -3.8292 5.4591 -0.007 -0.066 0.010
H 0.8414 -4.8280 5.2232 0.017 0.033 -0.011
H -1.1908 -5.8725 4.1780 -0.169 0.080 -0.064
H 0.7633 -4.7918 2.0874 0.050 0.025 0.078
H -0.2855 -6.1878 1.8850 -0.005 -0.022 0.042
H 1.0367 -6.2500 3.0623 0.007 0.028 0.001
H -1.2176 -3.5179 2.6063 0.046 -0.072 -0.072
C 5.6244 -4.9268 -2.0067 0.194 0.116 0.001
C 4.9028 -4.5595 -0.7198 -0.367 -0.300 -0.492
C 3.9051 -5.6356 -0.3188 -0.027 0.030 0.217
O 4.2244 -3.3118 -0.8858 0.168 0.205 0.273
H 4.9135 -5.0283 -2.8316 -0.054 -0.095 0.063
H 6.3305 -4.1437 -2.2863 0.026 -0.024 0.054
H 6.1695 -5.8657 -1.9011 -0.020 -0.001 -0.030
H 5.6307 -4.4176 0.0807 -0.057 0.174 0.011
H 3.1402 -5.7590 -1.0907 0.083 -0.030 -0.072
H 3.3892 -5.3564 0.6016 0.052 -0.015 0.020
H 4.3992 -6.5956 -0.1633 -0.028 -0.005 -0.017
H 3.5764 -3.4198 -1.5905 -0.009 -0.041 0.015
C -3.9686 -4.1474 5.7027 0.153 -0.254 0.069
C -5.4282 -4.5626 5.8051 0.142 0.741 -0.094
C -6.2725 -3.8866 4.7358 -0.235 -0.110 -0.035
O -5.9354 -4.2292 7.0986 -0.087 -0.363 0.091
H -3.8620 -3.0676 5.8471 -0.083 0.020 -0.097
H -3.3767 -4.6331 6.4813 -0.032 -0.039 -0.015
H -3.5487 -4.4100 4.7307 0.020 0.079 0.000
H -5.5084 -5.6460 5.7044 -0.078 -0.002 0.165
H -6.2408 -2.7976 4.8489 0.169 -0.005 0.003
H -7.3164 -4.1884 4.8261 0.071 -0.061 -0.054
H -5.9204 -4.1423 3.7341 0.012 0.024 0.007
H -5.8715 -3.2741 7.2020 0.001 0.000 -0.025
C -10.8074 -7.1204 5.1984 0.106 -0.163 -0.131
C -9.7114 -6.1859 5.6866 -0.634 0.218 0.035
C -10.1578 -5.4013 6.9099 0.198 0.099 0.117
O -9.3480 -5.2814 4.6408 0.270 -0.113 -0.066
H -11.6967 -6.5535 4.9085 -0.009 0.037 0.117
H -10.4766 -7.6709 4.3166 0.036 -0.023 0.045
H -11.0895 -7.8371 5.9710 -0.027 0.017 -0.010
H -8.8176 -6.7630 5.9278 0.094 0.108 -0.127
H -11.0269 -4.7803 6.6734 -0.067 -0.111 -0.028
H -9.3642 -4.7310 7.2433 0.041 -0.075 0.010
H -10.4206 -6.0671 7.7331 -0.024 0.021 -0.005
H -10.1267 -4.7619 4.4137 -0.030 -0.035 0.037
C 8.0564 2.7065 -4.0272 0.162 0.144 0.009
C 7.1955 2.9410 -2.7967 -0.231 -0.326 -0.508
C 6.2586 1.7680 -2.5465 -0.101 0.046 0.237
O 6.4306 4.1383 -2.9631 -0.068 0.306 0.266
H 7.4330 2.5968 -4.9191 -0.046 -0.098 0.051
H 8.7162 3.5573 -4.2002 0.023 -0.027 0.056
H 8.6665 1.8092 -3.9176 -0.016 0.000 -0.024
H 7.8339 3.0938 -1.9257 -0.088 0.174 0.023
H 5.5798 1.6308 -3.3946 0.117 -0.025 -0.086
H 5.6397 1.9517 -1.6645 0.066 -0.017 0.044
H 6.8142 0.8419 -2.3939 -0.036 -0.011 -0.020
H 5.8578 4.0198 -3.7295 0.064 -0.046 -0.039
C 5.0956 8.7363 -3.5898 -0.235 0.026 -0.009
C 5.4746 8.4183 -2.1520 0.442 -0.132 -0.472
C 6.9479 8.6941 -1.8955 0.026 0.020 0.215
O 5.1848 7.0466 -1.8698 -0.010 0.288 0.032
H 5.6651 8.1128 -4.2849 0.106 0.053 0.047
H 4.0389 8.5266 -3.7624 -0.001 0.047 0.041
H 5.2863 9.7838 -3.8271 0.017 -0.021 -0.022
H 4.8655 9.0154 -1.4715 -0.066 -0.156 0.064
H 7.5742 8.0693 -2.5382 -0.053 0.050 -0.092
H 7.2084 8.4545 -0.8635 -0.034 0.053 0.007
H 7.1932 9.7404 -2.0825 0.018 -0.019 -0.013
H 5.7202 6.5030 -2.4639 0.094 0.012 0.078
```
Positions in Å, forces in eV/Å.

Mulliken atomic charge list, values in e, 5 entries:
1 C -0.93
2 C -0.30
3 O -0.03
4 C 0.50
5 O -0.68